Here is a 3-piece molecular cluster, CH9NO2 overall in a non-equilibrium geometry from the OMol25 dataset. Energies are from ωB97M-V/def2-TZVPD.

```
! RIJCOSX wB97M-V def2-TZVPD def2/J DEFGRID3
* xyz -1 2
O 3.79 0.85 0.72
O 1.18 0.39 -0.44
N -1.56 -1.04 -0.57
C -2.78 -0.60 0.09
H 1.93 -0.15 -0.16
H 1.26 1.22 0.03
H -2.88 -1.15 1.04
H -0.78 -0.45 -0.31
H 4.75 0.78 0.55
H -3.65 -0.93 -0.48
H -2.89 0.44 0.41
H 3.42 1.76 0.68
H -1.77 -1.10 -1.55
*
```

LUMO (alpha / beta) ... 3.58 / 3.52 eV
Strongest force on any atom ... 1.5 eV/Å
Gap between HOMO and LUMO (alpha / beta) ... 2.72 / 9.61 eV
HOMO energy (alpha / beta) ... 0.86 / -6.10 eV
Relative energy (zero: lowest compared OMol25 entry of this formula, charge and spin) ... 11.11 kcal/mol